Below is a molecular structure, C4H7PS, with properties calculated with the ωB97M-V functional and the def2-TZVPD basis.

```
13
Properties=species:S:1:pos:R:3:mulliken_charge:R:1
C 1.315 0.955 0.228 -0.331
C -0.699 0.542 1.144 -0.903
C 0.209 -0.149 0.098 0.857
C -0.300 -0.114 -1.320 -1.354
P 0.633 1.907 1.374 -0.198
S 0.844 -1.827 0.567 -0.285
H 2.350 0.854 -0.243 0.331
H -1.785 0.722 0.831 0.338
H -1.066 0.056 2.050 0.380
H -1.243 -0.769 -1.443 0.369
H 0.542 -0.330 -1.898 0.383
H -0.871 0.909 -1.583 0.283
H 0.072 -2.756 0.195 0.129
```

The energy above the lowest of the compared OMol25 structures with the same formula, charge and spin comes out at 40.0 kcal per mole. The LUMO energy comes out at 0.2162 eV. As for the HOMO-LUMO gap: 9.2 eV.